{"formula": "C15H40CrF14NO19P2S7", "method": "ωB97M-V/def2-TZVPD", "largest_force_ev_per_a": 8.5, "e_homo_ev": [-10.63, -10.73], "gap_ev": [7.35, 8.75], "e_tot_ha": -7992.62793, "spin_multiplicity": 4, "molar_mass_da": 1142.86, "de_lowest_ev": 0.0000, "species": ["O", "O", "C", "H", "C", "O", "H", "H", "O", "F", "S", "F", "H", "O", "F", "C", "H", "F", "S", "H", "O", "F", "O", "H", "O", "H", "S", "H", "C", "H", "H", "H", "H", "O", "F", "H", "O", "F", "H", "C", "H", "F", "H", "H", "H", "H", "H", "F", "H", "H", "H", "H", "C", "Cr", "F", "C", "H", "C", "C", "P", "H", "C", "H", "C", "H", "C", "C", "H", "O", "O", "C", "S", "O", "S", "O", "H", "F", "P", "H", "F", "O", "C", "H", "N", "F", "F", "O", "S", "H", "H", "H", "O", "H", "O", "O", "S", "H", "H", "H"], "coordinates": [[-0.3554, 1.0199, -4.6458], [0.6445, -4.4797, -3.4042], [-3.2050, 0.4351, -4.3865], [-5.5277, 1.6979, -0.3762], [6.0084, -0.7422, 1.3538], [2.3086, -1.5435, 3.0152], [-0.3244, 4.2547, 2.3888], [-4.8174, 0.8082, -2.8783], [2.6299, -1.7797, -0.1838], [3.0656, -1.0094, -2.9339], [2.3228, -2.3011, -3.4839], [-0.9395, -3.9334, 1.5344], [-5.4103, 0.2825, -4.4404], [-1.6418, 1.6882, 2.4397], [2.6234, 1.5883, -2.6782], [-4.4357, 4.3268, 0.8759], [0.0267, -1.0672, 4.8042], [3.1724, 2.0277, 0.4662], [4.0387, -2.0714, 0.0874], [-6.7189, 0.6856, 0.6300], [-1.3633, -1.2355, -0.4732], [1.5336, 2.8107, -1.1097], [1.3963, 0.9166, 2.9638], [-4.7858, 5.3179, 1.1645], [-2.4987, 3.1303, 0.5571], [-4.2812, 1.0888, 1.4743], [0.1731, -3.1078, -3.3519], [-5.8552, 0.0434, -0.8312], [-0.2681, -0.9986, 3.7571], [0.9759, 3.1366, 1.7919], [1.2461, 1.5475, 4.9963], [-1.4682, 3.2847, -3.5048], [6.6993, -1.5473, 1.1039], [0.6817, -0.8788, 1.2172], [3.9474, 0.6946, -1.1675], [-3.7645, -2.2789, -1.5901], [-0.0788, 0.3358, -2.1982], [3.7975, 3.0436, -1.5224], [-4.7048, -0.8301, -3.2371], [0.0053, 3.5899, 1.5904], [2.4229, 3.3092, 3.4839], [1.8041, 0.6207, -0.7082], [-3.1907, 1.4444, -4.7978], [3.6091, -4.3665, 0.7913], [7.5360, 0.6149, 0.4871], [3.4640, 2.6974, 4.7449], [-0.6483, -1.9996, 3.5534], [1.4103, -3.9203, 1.7109], [0.0715, 4.1545, 0.6604], [-3.1115, -0.1331, -5.3119], [6.3148, -0.6366, 2.3945], [6.2757, 0.4170, -0.5957], [4.1960, -3.5243, 1.1579], [0.7568, -1.0576, -0.8202], [0.4855, -3.0634, -0.0901], [-2.9858, 4.1068, 1.3433], [-3.1612, -3.5754, -0.4570], [2.9087, 2.4061, 3.8533], [-5.8170, 0.7242, 0.0192], [0.2723, -4.5034, 0.6782], [-4.8399, -0.6101, 1.4561], [6.4527, 0.4951, 0.4770], [-2.8420, 3.9445, 2.4115], [-3.6731, -2.6184, -0.5584], [2.5654, 0.4962, 4.5452], [-1.3799, 2.5704, -2.6861], [1.9489, 1.3236, 4.1938], [-0.7786, 2.8489, -1.8207], [4.9855, -2.2434, -1.0142], [-0.6377, 1.3368, 0.1514], [-4.6072, 0.1439, -3.7166], [-1.2024, 2.2539, 1.1698], [4.6225, -0.9885, 1.2083], [1.1443, -0.7235, 2.6323], [-2.2762, 0.2017, -3.3025], [-2.3560, 2.4166, -2.2260], [1.5219, -5.1796, -0.1166], [2.7813, 1.8102, -1.1070], [-1.0237, -0.2208, 3.6468], [-0.7528, -5.0947, -0.4848], [-0.5341, -2.6256, -4.5398], [-4.6028, 0.2599, 0.8437], [-4.6366, -2.6716, -0.0514], [0.9373, -2.1015, -2.3846], [0.1916, -5.7968, 1.6290], [-1.0540, -3.0564, -2.3811], [3.1762, -3.3664, -3.0628], [-2.5838, -1.3292, 0.2802], [3.5896, 1.9780, 3.1176], [-5.0836, 3.5743, 1.3253], [5.2592, -3.7647, 1.1522], [-3.5148, 0.0494, 0.0108], [5.9461, 1.4078, 0.7906], [-2.4958, -1.4281, 1.7394], [2.2184, -1.9347, -4.9193], [-0.8120, 0.9539, -3.2681], [-4.4757, 4.3595, -0.2129], [-2.4655, 4.9994, 0.9959], [3.8218, -3.3360, 2.1642]], "lowdin_charge": [-0.2268, -0.1928, -0.2123, 0.0667, -0.2510, -0.2567, 0.0777, 0.0525, -0.3558, -0.1712, 0.6383, -0.1234, 0.0779, -0.2935, -0.1159, -0.0413, 0.0826, -0.1348, 0.7598, 0.0879, -0.3566, -0.1162, -0.2725, 0.0801, -0.2610, 0.1051, 0.4907, 0.0659, -0.0733, 0.0435, 0.1301, 0.0853, 0.1093, -0.3807, -0.1424, 0.0603, -0.3631, -0.1593, 0.0609, -0.0684, 0.0747, -0.1954, 0.1127, 0.0662, 0.0711, 0.0902, 0.0719, -0.1718, 0.0697, 0.1231, 0.1189, 0.0667, -0.0763, 1.0824, -0.2143, -0.3493, 0.0704, -0.0586, -0.0380, 0.2420, 0.1179, -0.0545, 0.1269, -0.0234, 0.1161, -0.0674, -0.2973, 0.0410, -0.2454, -0.3117, -0.0459, 0.7398, -0.2653, 0.8249, -0.2765, 0.0674, -0.1403, 0.1890, 0.0527, -0.1499, -0.2448, -0.3135, 0.0730, -0.3430, -0.1405, -0.1844, -0.2102, 0.7558, 0.0871, 0.0725, 0.0776, -0.2628, 0.0673, -0.2640, -0.2123, 0.7163, 0.0846, 0.1199, 0.0618]}



{"formula": "C4H4Cl4O3S", "method": "ωB97M-V/def2-TZVPD", "largest_force_ev_per_a": 3.3, "e_homo_ev": -10.29, "gap_ev": 10.58, "e_tot_ha": -2619.41662, "spin_multiplicity": 1, "molar_mass_da": 273.95, "de_lowest_ev": 0.0000, "species": ["H", "H", "Cl", "C", "H", "Cl", "Cl", "Cl", "C", "S", "C", "C", "O", "O", "O", "H"], "coordinates": [[-0.9845, -2.2210, 0.4346], [0.0936, -0.5489, 2.4014], [3.0392, -1.0950, 1.3322], [1.6766, -0.6823, 0.2984], [0.4113, 0.6821, -1.8853], [1.5606, -1.8607, -0.9432], [1.8205, 1.6879, 1.2976], [3.0846, 0.9521, -1.2908], [0.0062, -0.6992, 1.3048], [-0.9184, 0.4327, 0.2436], [1.6929, 0.7104, -0.2630], [0.3676, 1.0869, -0.8978], [-0.6315, -1.8677, 1.2385], [-1.8246, -0.4189, -0.5257], [-1.4296, 1.6333, 0.8948], [0.3188, 2.1189, -0.9471]], "lowdin_charge": [0.0856, 0.1506, 0.6264, -1.2694, 0.0938, 0.7278, 0.6590, 0.6957, -0.3653, 0.7206, -1.2720, -0.2650, -0.0395, -0.3062, -0.3194, 0.0773]}



{"formula": "C25H42O28S6", "method": "ωB97M-V/def2-TZVPD", "largest_force_ev_per_a": 1.2, "e_homo_ev": -8.97, "gap_ev": 8.77, "e_tot_ha": -5473.43626, "spin_multiplicity": 1, "molar_mass_da": 982.99, "species": ["H", "C", "O", "O", "O", "O", "O", "C", "H", "H", "O", "O", "H", "S", "O", "H", "C", "H", "S", "H", "O", "O", "H", "C", "O", "C", "H", "C", "C", "H", "O", "O", "O", "O", "H", "C", "H", "C", "H", "H", "O", "H", "H", "H", "O", "H", "H", "C", "O", "H", "O", "S", "C", "H", "C", "H", "H", "O", "H", "H", "S", "C", "C", "O", "H", "C", "H", "H", "S", "C", "O", "H", "H", "O", "H", "C", "C", "H", "H", "C", "O", "O", "H", "H", "O", "C", "C", "O", "H", "C", "H", "H", "O", "S", "C", "H", "H", "C", "H", "C", "H"], "coordinates": [[0.0693, 3.3101, 4.4161], [-2.1348, -5.7893, 0.0399], [-0.0626, -3.0844, 1.0436], [2.7972, -3.5605, -3.1461], [0.5364, -0.8147, 1.8396], [1.7318, -1.8338, -0.0571], [-1.7500, 3.9666, -3.9358], [3.1747, -3.0574, 1.3084], [-4.7986, 1.6850, -0.6884], [2.1594, -4.6077, 5.5264], [-3.1354, -6.4680, 2.0295], [-3.0223, 0.8524, -3.8552], [2.3218, -2.8138, -7.2320], [3.0961, 6.6734, 4.0052], [4.3947, 7.5513, 3.6639], [-2.2741, -7.8295, 0.7519], [0.9134, -3.5971, -5.7863], [4.4540, -6.2092, 6.7826], [0.9000, -2.0710, 1.2886], [-6.1563, -0.1181, -3.2072], [3.4026, 5.3146, 3.7542], [5.5709, -6.0921, 3.6405], [1.3207, -1.5698, -6.4502], [0.5511, 3.2716, 2.2762], [2.8402, -2.3817, -5.2862], [-2.0716, -6.8274, 1.1368], [1.5017, 3.1440, 1.7668], [-0.1551, 4.5698, 1.8469], [-0.9254, 3.9486, -0.5405], [-3.9980, 2.7915, 0.4298], [3.6607, -6.8529, 4.9960], [1.4727, 3.8889, -0.5647], [-0.6524, 1.2749, -3.7491], [1.7936, -4.5467, -5.1622], [4.6382, 7.3555, 1.6309], [1.8342, -2.5143, -6.3023], [-6.0773, -0.7383, -6.2094], [-0.5038, 2.2624, -2.8244], [-6.5182, -1.6662, -4.0029], [4.8494, 9.0083, 2.2531], [2.5745, 7.1134, 5.2455], [-0.6075, 4.9976, 2.7426], [0.5352, 5.3251, 1.4828], [3.4349, -4.0005, 6.6055], [3.2481, -5.8660, 2.7964], [-3.0520, 1.7853, -0.6567], [4.1142, -3.0387, 1.8524], [0.4253, 3.4036, -0.9189], [-3.0590, 4.4907, -1.4306], [2.9880, -4.0679, 0.9451], [4.2328, -4.3930, -4.9865], [-4.3444, -5.8284, 1.1932], [-1.3932, 3.4771, -2.8942], [1.3795, 4.4019, 3.8709], [-6.0546, -0.0395, -5.3704], [3.6233, -2.4053, -0.7144], [-6.9334, 0.5973, -5.4060], [4.0290, -4.4958, 4.6757], [-0.9943, 1.8610, 2.8418], [-4.0309, 3.1046, -2.6154], [4.1912, -5.8621, 3.8564], [-5.9114, -0.7667, -4.0506], [3.5117, -6.1451, 6.2355], [-3.5395, -5.5640, -0.1660], [1.0464, 1.3804, -1.6830], [-1.8035, 3.9962, -1.5408], [-1.1192, -6.8258, 1.6583], [-1.6694, -6.1291, -0.8809], [3.0443, -3.7771, -4.5267], [-0.2584, 1.9926, 2.0504], [-2.9029, -0.7081, -5.7682], [0.3422, -4.0726, -6.5774], [2.4839, 8.3719, 1.1289], [2.1628, 7.2125, 2.8202], [2.4616, 9.2422, 2.6799], [-1.2984, 4.4143, 0.8389], [-3.9637, 2.3704, -0.5699], [1.7238, 2.7185, 3.9968], [-1.7646, 5.3933, 0.7362], [3.2029, -4.7206, 5.8270], [-5.3156, -6.8314, 0.9448], [-4.6882, -4.5878, 1.7829], [-0.6848, 1.9004, 1.0548], [3.5769, -1.0954, 0.4887], [-4.8629, 0.7498, -5.4747], [-4.0680, 3.4831, -1.5937], [0.3815, 2.2157, -1.8350], [-4.5204, -1.1023, -3.9729], [-5.0284, 3.9692, -1.4648], [3.1334, -2.0467, 0.1866], [0.2314, -3.2129, -5.0264], [0.2187, 1.1465, -4.1406], [2.0857, -2.6827, 2.1680], [-3.6447, -0.0203, -4.7715], [4.2678, 8.0957, 2.3431], [0.4279, 1.1533, 2.1612], [-1.6776, -4.8507, 0.3536], [0.9275, 3.4197, 3.7598], [2.7177, -6.5892, 6.8285], [2.7823, 8.3302, 2.1726], [-2.0644, 3.7873, 1.2844]], "lowdin_charge": [0.0822, -0.1543, -0.2195, -0.2254, -0.2227, -0.1837, 0.1638, -0.1670, 0.0774, 0.1367, -0.1880, -0.2062, 0.1347, 0.5932, -0.1861, 0.1322, -0.1561, 0.1345, 0.6135, 0.1313, -0.2173, -0.2080, 0.1342, -0.4027, -0.1887, -0.1603, 0.1172, -0.1640, -0.0624, 0.0766, -0.1834, 0.1195, 0.0418, -0.1857, 0.1349, -0.1571, 0.1338, -0.2335, 0.1363, 0.1343, -0.2086, 0.1139, 0.1042, 0.1373, -0.2199, 0.0783, 0.1366, -0.3227, -0.0213, 0.1248, -0.2102, 0.5965, -0.2482, 0.0354, -0.1626, 0.1261, 0.1357, -0.1926, 0.0895, 0.1075, 0.5946, -0.1606, -0.1575, -0.1886, 0.1322, -0.2024, 0.1352, 0.1360, 0.5971, -0.0606, -0.2205, 0.1367, 0.1370, -0.1942, 0.1338, -0.1204, -0.0523, 0.0821, 0.1258, -0.1562, -0.2228, -0.2163, 0.0688, 0.1358, -0.1809, -0.2044, 0.0915, -0.1826, 0.1215, -0.1497, 0.1353, 0.1226, -0.1850, 0.6100, -0.1631, 0.0451, 0.1099, -0.0739, 0.1362, -0.1589, 0.1083]}